{
  "formula": "C46H127N9O16",
  "method": "ωB97M-V/def2-TZVPD",
  "elements": ["C", "O", "H", "H", "H", "H", "C", "O", "H", "H", "H", "H", "C", "O", "H", "H", "H", "H", "C", "O", "H", "H", "H", "H", "C", "O", "C", "C", "N", "C", "C", "O", "C", "H", "H", "H", "H", "H", "H", "H", "H", "H", "H", "H", "H", "H", "H", "H", "C", "O", "C", "C", "N", "C", "C", "O", "C", "H", "H", "H", "H", "H", "H", "H", "H", "H", "H", "H", "H", "H", "H", "H", "C", "O", "C", "C", "N", "C", "C", "O", "C", "H", "H", "H", "H", "H", "H", "H", "H", "H", "H", "H", "H", "H", "H", "H", "C", "C", "C", "O", "C", "N", "H", "H", "H", "H", "H", "H", "H", "H", "H", "H", "H", "C", "C", "C", "O", "C", "N", "H", "H", "H", "H", "H", "H", "H", "H", "H", "H", "H", "C", "C", "C", "O", "C", "N", "H", "H", "H", "H", "H", "H", "H", "H", "H", "H", "H", "C", "C", "C", "O", "C", "N", "H", "H", "H", "H", "H", "H", "H", "H", "H", "H", "H", "C", "C", "C", "O", "C", "N", "H", "H", "H", "H", "H", "H", "H", "H", "H", "H", "H", "C", "C", "C", "O", "C", "N", "H", "H", "H", "H", "H", "H", "H", "H", "H", "H", "H"],
  "xyz": [[7.0228, 7.3982, 1.1492], [7.7791, 6.4989, 1.9962], [7.3722, 8.4160, 1.3229], [7.0260, 7.0653, 0.1113], [5.9780, 7.5708, 1.4077], [7.2811, 5.6783, 2.0136], [6.4677, 5.4557, 8.3287], [7.7572, 5.8441, 7.7474], [6.4570, 4.4876, 8.8295], [6.2548, 6.1385, 9.1512], [5.7423, 5.4898, 7.5158], [8.4480, 6.0299, 8.3876], [10.7634, 6.4887, 9.8512], [9.3834, 6.3891, 9.8392], [11.3099, 5.7364, 10.4198], [11.0876, 6.3643, 8.8180], [11.0771, 7.4911, 10.1426], [9.0647, 6.4436, 10.7431], [16.6748, 6.3882, 1.7208], [15.6059, 6.5036, 0.8205], [16.6190, 7.1291, 2.5183], [16.5556, 5.4359, 2.2375], [17.6790, 6.5731, 1.3392], [14.9039, 6.8951, 1.3454], [12.9320, 1.8799, 2.1302], [13.9165, 1.8850, 1.0042], [14.0032, 0.6244, 0.3302], [14.4081, 0.9286, -1.1438], [15.6407, 1.7001, -1.2014], [15.7416, 2.2125, -2.6162], [15.9212, 1.2469, -3.8348], [17.2341, 0.8553, -3.9420], [17.4028, -0.4078, -3.3239], [13.2820, 1.1867, 2.8951], [12.0056, 1.7469, 1.5714], [12.9694, 2.8805, 2.5609], [13.1136, -0.0046, 0.3629], [14.7176, -0.0192, 0.8436], [13.5599, 1.3886, -1.6507], [14.5808, -0.0343, -1.6244], [15.5432, 2.3730, -0.4546], [16.3615, 3.1040, -2.7108], [14.8039, 2.7019, -2.8796], [15.8303, 1.7993, -4.7701], [15.1670, 0.4673, -3.9415], [16.6539, -1.1486, -3.6040], [17.4453, -0.2451, -2.2469], [18.2768, -1.0117, -3.5679], [19.2925, 4.7635, 4.6138], [17.9712, 4.5106, 5.1843], [17.9601, 3.3963, 6.1013], [16.7807, 3.4299, 7.0094], [16.9001, 4.6806, 7.8599], [15.7780, 4.9077, 8.6671], [14.6442, 5.4558, 7.8221], [14.7501, 6.8644, 7.7677], [13.7172, 7.5556, 7.1024], [19.6038, 3.7841, 4.2506], [20.0908, 5.0816, 5.2844], [19.2431, 5.5516, 3.8625], [18.8452, 3.4061, 6.7374], [18.0257, 2.5096, 5.4708], [16.5555, 2.6449, 7.7313], [15.9475, 3.5778, 6.3224], [17.0080, 5.3775, 7.1369], [15.9470, 5.5198, 9.5530], [15.4395, 3.9246, 8.9941], [13.6926, 5.2755, 8.3222], [14.6166, 5.0024, 6.8313], [12.7050, 7.1520, 7.1292], [13.9485, 7.6387, 6.0404], [13.4290, 8.5033, 7.5572], [7.7479, 18.2304, 3.6178], [8.6907, 17.4294, 4.2425], [8.1939, 16.3594, 4.9556], [7.5071, 15.3065, 4.0648], [7.3458, 14.0402, 4.7917], [8.6108, 13.2975, 4.6629], [8.3538, 11.8901, 5.1724], [7.3739, 11.1671, 4.3092], [7.0948, 9.9140, 4.8311], [7.0116, 18.7544, 4.2271], [7.2997, 17.5490, 2.8946], [8.1340, 19.1071, 3.0978], [7.5264, 16.7109, 5.7423], [9.0815, 15.9772, 5.4596], [8.0363, 15.1623, 3.1229], [6.5622, 15.6956, 3.6857], [6.5614, 13.5604, 4.3738], [9.4176, 13.7530, 5.2371], [8.9934, 13.1866, 3.6483], [8.0127, 11.8474, 6.2067], [9.2957, 11.3471, 5.0944], [6.5744, 9.8536, 5.7869], [8.0771, 9.4422, 4.8563], [6.6064, 9.2403, 4.1271], [8.4990, 12.3898, 11.1732], [8.6872, 10.9536, 10.5890], [9.6595, 11.0483, 9.4327], [10.0758, 9.7444, 8.9998], [9.6081, 9.1859, 7.8101], [9.0202, 9.9764, 11.6293], [7.9084, 12.3779, 12.0892], [8.1509, 13.0689, 10.3949], [9.4836, 12.7402, 11.4828], [7.7330, 10.6567, 10.1536], [10.5567, 11.6088, 9.6954], [9.2356, 11.6680, 8.6426], [8.5193, 9.2276, 7.8404], [9.8706, 8.1331, 7.7061], [9.9752, 9.7577, 6.9579], [9.9673, 10.1068, 11.9552], [9.0994, 9.0548, 11.2237], [9.8308, 9.4616, 2.2731], [9.8318, 9.5479, 0.6912], [8.8247, 10.6489, 0.0662], [9.1657, 11.8464, 0.8330], [8.3461, 12.9427, 0.4361], [11.2209, 9.5696, 0.3145], [10.4438, 8.6195, 2.5947], [8.8090, 9.2861, 2.6095], [10.3471, 10.3641, 2.6003], [9.4780, 8.6159, 0.2505], [7.7482, 10.5142, 0.1713], [9.1090, 10.7879, -0.9769], [8.4678, 13.4059, -0.5431], [8.7680, 13.7016, 1.0950], [7.3049, 12.8137, 0.7314], [11.5631, 10.4973, 0.5204], [11.1624, 9.4368, -0.6850], [10.2247, 4.4167, 5.1752], [10.7355, 5.8373, 5.1095], [11.9777, 5.9493, 4.2772], [12.9985, 5.0189, 4.6304], [14.1739, 5.1743, 3.7775], [9.6721, 6.6649, 4.5502], [9.9101, 4.0575, 4.1954], [9.4339, 4.2077, 5.8958], [11.0284, 3.7218, 5.4185], [10.8984, 6.2642, 6.0991], [12.3550, 6.9719, 4.2818], [11.8573, 5.7286, 3.2166], [13.8454, 5.0776, 2.7427], [14.8039, 4.3048, 3.9652], [14.7632, 6.0758, 3.9450], [8.8188, 6.5858, 5.0847], [9.4055, 6.3206, 3.6389], [15.7864, 0.6327, 10.3789], [14.6118, 1.4061, 10.8778], [13.2424, 0.9276, 10.3536], [12.9722, 0.9896, 8.9455], [12.8465, 2.3281, 8.4515], [14.6556, 1.4930, 12.3546], [15.7917, -0.4000, 10.7275], [16.6859, 1.0181, 10.8590], [15.7769, 0.7200, 9.2924], [14.5874, 2.4414, 10.5375], [12.4759, 1.4079, 10.9618], [13.1114, -0.1331, 10.5679], [12.1748, 2.9700, 9.0214], [12.3358, 2.2694, 7.4903], [13.7974, 2.8428, 8.3141], [14.7096, 0.6108, 12.8435], [15.4082, 2.0648, 12.7106], [19.1488, 9.5543, 9.0693], [18.0949, 8.9488, 8.2354], [18.7457, 8.1015, 7.0833], [17.8482, 7.4379, 6.2667], [16.8779, 8.2066, 5.5442], [17.0425, 8.1982, 8.8836], [19.7813, 8.8334, 9.5873], [18.6928, 10.2252, 9.7974], [19.7681, 10.1740, 8.4207], [17.6595, 9.8149, 7.7370], [19.4037, 7.3367, 7.4958], [19.3751, 8.7213, 6.4446], [17.3023, 8.8081, 4.7404], [16.2259, 8.7657, 6.2154], [16.2230, 7.5030, 5.0303], [16.4408, 7.9630, 8.1072], [17.2947, 7.2546, 9.1409], [15.1337, 9.7779, 2.0948], [14.1153, 8.9343, 2.8803], [13.1101, 9.7654, 3.6920], [13.6306, 10.3136, 4.8701], [12.7456, 10.8226, 5.8299], [13.4943, 8.0071, 1.9224], [15.9299, 10.1078, 2.7621], [14.5664, 10.5496, 1.5745], [15.7443, 9.1374, 1.4584], [14.6024, 8.2597, 3.5843], [12.3294, 9.1615, 4.1545], [12.5729, 10.4507, 3.0363], [11.8762, 11.3013, 5.3792], [13.1922, 11.5711, 6.4843], [12.4135, 10.0770, 6.5523], [12.6439, 7.5884, 2.2712], [12.9926, 8.6252, 1.3009]],
  "lowdin_spin": [0.00, 0.00, 0.00, 0.00, 0.00, 0.00, 0.00, 0.00, 0.00, 0.00, 0.00, 0.00, 0.00, 0.00, 0.00, 0.00, 0.00, 0.00, 0.00, 0.00, 0.00, 0.00, 0.00, 0.00, 0.00, 0.00, 0.00, 0.06, 0.63, 0.08, 0.02, 0.06, 0.01, 0.00, 0.00, 0.00, 0.00, 0.00, 0.03, 0.02, 0.02, 0.00, 0.05, 0.00, 0.00, 0.00, 0.01, 0.00, 0.00, 0.00, 0.00, 0.00, 0.00, 0.00, 0.00, 0.00, 0.00, 0.00, 0.00, 0.00, 0.00, 0.00, 0.00, 0.00, 0.00, 0.00, 0.00, 0.00, 0.00, 0.00, 0.00, 0.00, 0.00, 0.00, 0.00, 0.00, 0.00, 0.00, 0.00, 0.00, 0.00, 0.00, 0.00, 0.00, 0.00, 0.00, 0.00, 0.00, 0.00, 0.00, 0.00, 0.00, 0.00, 0.00, 0.00, 0.00, 0.00, 0.00, 0.00, 0.00, 0.00, 0.00, 0.00, 0.00, 0.00, 0.00, 0.00, 0.00, 0.00, 0.00, 0.00, 0.00, 0.00, 0.00, 0.00, 0.00, 0.00, 0.00, 0.00, 0.00, 0.00, 0.00, 0.00, 0.00, 0.00, 0.00, 0.00, 0.00, 0.00, 0.00, 0.00, 0.00, 0.00, 0.00, 0.00, 0.00, 0.00, 0.00, 0.00, 0.00, 0.00, 0.00, 0.00, 0.00, 0.00, 0.00, 0.00, 0.00, 0.00, 0.00, 0.00, 0.00, 0.00, 0.00, 0.00, 0.00, 0.00, 0.00, 0.00, 0.00, 0.00, 0.00, 0.00, 0.00, 0.00, 0.00, 0.00, 0.00, 0.00, 0.00, 0.00, 0.00, 0.00, 0.00, 0.00, 0.00, 0.00, 0.00, 0.00, 0.00, 0.00, 0.00, 0.00, 0.00, 0.00, 0.00, 0.00, 0.00, 0.00, 0.00, 0.00, 0.00, 0.00, 0.00, 0.00, 0.00, 0.00, 0.00],
  "max_force_ev_per_a": 5.3,
  "total_charge": 1,
  "multiplicity": 2,
  "energy_ev": -95910.6098
}